No. 1
The following is a quantum chemistry calculation of a molecular structure, C40H61N2O10P3RbS at a distorted geometry, from the OMol25 dataset.

## Properties
- HOMO: -0.1519 Eh
- LUMO level: 1.73 eV
- DFT total energy: -105288.7867 eV
- Charge: -1
- Orbital gap: 5.87 eV

The geometry in XYZ format:
```
118
C40H61N2O10P3RbS | the OMol25 dataset | ωB97M-V with the def2-TZVPD basis set
Rb 0.399 -0.143 0.282
C -2.902 2.616 -0.730
C -2.455 2.303 -2.142
O -2.065 0.956 -2.318
C -3.125 0.025 -2.277
C -2.559 -1.340 -1.954
O -2.164 -1.465 -0.598
C -3.229 -1.665 0.306
C -2.719 -1.401 1.707
O -2.127 -0.124 1.808
C -3.010 0.968 1.924
C -2.243 2.202 1.512
O -1.909 2.156 0.137
H -3.875 2.154 -0.510
H -3.035 3.704 -0.637
H -1.570 2.899 -2.370
H -3.252 2.578 -2.848
H -3.634 -0.015 -3.252
H -3.871 0.318 -1.532
H -1.658 -1.493 -2.546
H -3.296 -2.114 -2.212
H -3.600 -2.697 0.242
H -4.068 -0.999 0.071
H -1.934 -2.115 1.962
H -3.540 -1.518 2.424
H -3.364 1.067 2.959
H -3.890 0.832 1.280
H -1.287 2.221 2.030
H -2.795 3.117 1.759
C 0.335 1.834 -4.626
C 1.076 0.597 -5.081
C 1.708 0.734 -6.447
O 2.152 0.338 -4.141
P 1.984 -0.739 -2.976
O 0.572 -1.103 -2.755
C 2.965 -0.017 -1.639
P 3.400 -1.339 -0.454
O 2.179 -2.110 -0.163
O 4.517 -2.298 -1.030
C 5.921 -2.058 -1.276
C 6.189 -0.719 -1.937
C 6.718 -2.242 -0.002
O 4.080 -0.574 0.729
C 3.709 -0.871 2.154
C 4.088 0.354 2.931
C 4.403 -2.129 2.620
O 2.930 -1.938 -3.397
C 2.433 -3.025 -4.214
C 3.619 -3.541 -4.996
C 1.808 -4.071 -3.314
H -0.422 2.114 -5.362
H 1.034 2.665 -4.507
H -0.162 1.642 -3.676
H 0.392 -0.253 -5.063
H 2.390 1.587 -6.466
H 0.937 0.889 -7.203
H 2.274 -0.163 -6.704
H 2.348 0.698 -1.069
H 3.801 0.521 -2.076
H 6.183 -2.850 -1.979
H 5.957 0.103 -1.257
H 5.610 -0.609 -2.854
H 7.249 -0.652 -2.189
H 6.521 -1.430 0.697
H 7.784 -2.252 -0.240
H 6.458 -3.183 0.481
H 2.633 -1.041 2.181
H 5.175 0.488 2.924
H 3.748 0.227 3.960
H 3.607 1.228 2.493
H 5.483 -1.974 2.679
H 4.196 -2.970 1.955
H 4.026 -2.368 3.616
H 1.683 -2.630 -4.907
H 4.373 -3.928 -4.307
H 4.068 -2.745 -5.591
H 3.310 -4.348 -5.663
H 2.569 -4.498 -2.658
H 1.369 -4.868 -3.918
H 1.035 -3.626 -2.690
S 0.166 -1.807 3.942
C 1.572 -1.663 4.836
N 2.552 -1.556 5.459
N 1.375 2.184 1.021
P 1.529 3.229 2.118
C 3.026 4.325 1.993
C 3.261 5.456 2.771
C 4.395 6.232 2.574
C 5.311 5.883 1.587
C 5.083 4.762 0.801
C 3.943 3.991 1.003
C 0.198 4.524 2.144
C -0.346 4.840 0.897
C -1.371 5.768 0.782
C -1.885 6.382 1.920
C -1.361 6.068 3.166
C -0.322 5.146 3.274
C 1.586 2.719 3.888
C 0.515 1.983 4.398
C 0.555 1.437 5.671
C 1.676 1.625 6.469
C 2.748 2.356 5.982
C 2.705 2.891 4.700
H 2.550 5.735 3.542
H 4.567 7.108 3.188
H 6.198 6.487 1.434
H 5.794 4.490 0.029
H 3.727 3.111 0.404
H 0.038 4.311 0.030
H -1.776 6.011 -0.194
H -2.692 7.101 1.836
H -1.763 6.535 4.057
H 0.074 4.899 4.254
H -0.345 1.780 3.773
H -0.265 0.823 6.019
H 1.728 1.168 7.448
H 3.641 2.475 6.584
H 3.569 3.424 4.323
```

Here are the Löwdin charges for atoms 1 to 6, given in e:
1 Rb 0.83
2 C -0.21
3 C -0.17
4 O -0.14
5 C -0.18
6 C -0.17

***

No. 2
The following is a quantum chemistry calculation of a molecular structure, C14H27AsN3O7PSV at a distorted geometry, from the OMol25 dataset.

## Properties
- HOMO (spin up / spin down): -0.2213 / -0.2002 Eh
- Spin multiplicity: 2
- LUMO level (spin up / spin down): 0.27 / 0.27 eV
- DFT total energy: -140412.5944 eV
- Orbital gap (spin up / spin down): 6.29 / 5.72 eV
- Expectation value of S²: 0.754

The geometry in XYZ format:
```
55
C14H27AsN3O7PSV | the OMol25 dataset | ωB97M-V with the def2-TZVPD basis set
V 0.906 -0.484 0.441
O 3.796 0.619 -1.148
As 3.835 -0.907 -0.233
O 3.110 -0.228 1.411
O 2.289 -1.565 -0.575
C 3.120 0.999 1.984
C 4.228 1.835 1.908
C 4.221 3.062 2.548
C 3.118 3.473 3.288
C 2.011 2.647 3.375
C 2.004 1.414 2.725
S 0.482 0.510 2.752
O -0.283 1.026 1.563
O -0.143 0.749 4.016
O 0.764 -0.932 2.464
H 2.881 0.784 -1.442
H 5.088 1.517 1.333
H 5.094 3.699 2.474
H 3.124 4.428 3.796
H 1.146 2.942 3.955
C -1.846 -4.281 -1.361
N -1.272 -3.324 -0.431
C 0.114 -3.566 -0.059
C -1.823 -2.099 -0.228
N -1.072 -1.058 -0.023
N -3.205 -2.052 -0.275
C -3.851 -0.755 -0.252
C -3.960 -3.078 0.439
H -1.122 -4.497 -2.150
H -2.743 -3.872 -1.816
H -2.098 -5.222 -0.864
H 0.225 -4.633 0.148
H 0.355 -3.035 0.861
H 0.821 -3.267 -0.833
H -1.640 -0.315 0.381
H -3.837 -0.299 0.746
H -4.891 -0.875 -0.553
H -3.377 -0.074 -0.954
H -3.324 -3.929 0.660
H -4.812 -3.419 -0.150
H -4.331 -2.678 1.388
C 1.041 3.006 -2.917
P 0.086 1.831 -1.985
C -1.049 1.064 -3.123
C -0.882 2.766 -0.829
O 0.987 0.795 -1.349
H 0.397 3.738 -3.408
H 1.626 2.475 -3.669
H 1.726 3.518 -2.240
H -1.855 1.741 -3.411
H -1.459 0.178 -2.637
H -0.505 0.746 -4.013
H -1.531 3.460 -1.366
H -0.209 3.318 -0.171
H -1.471 2.104 -0.193
```

Here are the Löwdin charges for atoms 1 to 6, given in e:
1 V 0.73
2 O -0.40
3 As 1.16
4 O -0.36
5 O -0.68
6 C -0.33

***

No. 3
The following is a quantum chemistry calculation of a molecular structure, C44H46GeN10O3PS2Ti at a distorted geometry, from the OMol25 dataset.

## Properties
- HOMO (spin up / spin down): -0.0586 / -0.0588 Eh
- LUMO level (spin up / spin down): 2.00 / 2.00 eV
- DFT total energy: -178011.0131 eV
- Charge: -1
- Orbital gap (spin up / spin down): 3.60 / 3.60 eV

The geometry in XYZ format:
```
108
C44H46GeN10O3PS2Ti | the OMol25 dataset | ωB97M-V with the def2-TZVPD basis set
Ti -0.019 -0.340 0.327
C -4.653 2.466 0.325
N -3.503 1.866 -0.264
C -3.305 1.522 -1.573
C -2.137 0.828 -1.632
N -1.596 0.712 -0.385
C -2.435 1.370 0.454
P -2.391 1.334 2.255
C -0.597 1.671 2.405
N 0.306 1.148 1.573
C 1.520 1.652 1.916
C 1.356 2.483 2.984
N 0.024 2.508 3.285
C -0.599 3.122 4.417
C -2.225 -0.476 2.365
N -1.589 -1.230 1.444
C -2.010 -2.510 1.655
C -2.895 -2.551 2.687
N -3.058 -1.264 3.121
C -3.786 -0.819 4.263
H -5.272 2.903 -0.454
H -4.345 3.241 1.031
H -5.238 1.724 0.884
H -3.984 1.807 -2.349
H -1.646 0.451 -2.514
H 2.412 1.377 1.376
H 2.069 3.045 3.552
H 0.086 3.840 4.866
H -0.857 2.353 5.152
H -1.513 3.635 4.107
H -1.677 -3.334 1.054
H -3.429 -3.375 3.118
H -4.418 -1.632 4.619
H -4.408 0.039 3.995
H -3.093 -0.500 5.051
C 1.206 -0.308 7.665
N 0.370 -1.404 7.265
C 0.552 -2.698 7.890
C -0.302 -3.605 6.999
N -0.246 -2.909 5.733
C 0.012 -1.577 5.943
S -0.195 -0.364 4.848
H 0.928 0.020 8.669
H 1.041 0.507 6.962
H 2.268 -0.579 7.658
H 0.216 -2.673 8.932
H 1.611 -3.003 7.872
H -1.329 -3.651 7.389
H 0.088 -4.621 6.918
H -0.845 -3.175 4.967
O 3.439 0.706 -1.063
C 2.391 0.117 -1.250
O 1.261 0.447 -0.737
C 2.295 -1.011 -2.292
C 1.052 -0.718 -3.118
Ge 1.192 1.147 -3.874
C 2.548 1.055 -5.333
C 2.974 -0.173 -5.832
C 3.921 -0.254 -6.833
C 4.458 0.901 -7.377
C 4.017 2.134 -6.920
C 3.074 2.207 -5.914
C 1.626 2.619 -2.619
C 0.683 3.004 -1.674
C 0.984 3.957 -0.720
C 2.232 4.556 -0.712
C 3.177 4.183 -1.651
C 2.880 3.210 -2.588
C -0.536 1.610 -4.752
C -1.093 2.880 -4.627
C -2.263 3.213 -5.278
C -2.903 2.281 -6.084
C -2.353 1.016 -6.230
C -1.185 0.688 -5.572
H 2.211 -1.974 -1.780
H 3.206 -0.999 -2.896
H 0.176 -0.796 -2.459
H 0.928 -1.447 -3.920
H 2.560 -1.084 -5.424
H 4.247 -1.222 -7.190
H 5.212 0.841 -8.150
H 4.420 3.040 -7.355
H 2.733 3.173 -5.565
H -0.297 2.545 -1.680
H 0.245 4.226 0.023
H 2.470 5.307 0.029
H 4.157 4.640 -1.644
H 3.637 2.893 -3.292
H -0.591 3.608 -4.003
H -2.684 4.202 -5.162
H -3.815 2.543 -6.601
H -2.844 0.289 -6.862
H -0.756 -0.299 -5.693
N -0.980 -8.561 -0.284
C -0.685 -7.443 -0.288
C -0.286 -6.107 -0.232
C -0.814 -5.112 -1.075
C -0.421 -3.803 -0.962
C 0.502 -3.403 0.041
C 1.082 -4.430 0.827
C 0.693 -5.732 0.712
H -1.554 -5.391 -1.814
H -0.856 -3.029 -1.592
H 1.843 -4.132 1.533
H 1.127 -6.491 1.349
O 2.650 -0.907 1.598
S 1.365 -1.644 1.785
N 0.779 -2.106 0.256
```

Here are the Löwdin charges for atoms 1 to 6, given in e:
1 Ti 0.77
2 C -0.09
3 N -0.18
4 C -0.06
5 C -0.15
6 N -0.09

***

No. 4
The following is a quantum chemistry calculation of C4H4N4 in the gas phase at a distorted geometry, from the OMol25 dataset.

## Properties
- HOMO: -0.3525 Eh
- SMILES: C#Cc1ncnn1N
- LUMO level: 0.81 eV
- DFT total energy: -10170.2336 eV
- Orbital gap: 10.40 eV

The geometry in XYZ format:
```
12
C4H4N4 | the OMol25 dataset | ωB97M-V with the def2-TZVPD basis set
C 2.919 -0.276 -0.014
C 1.729 -0.377 0.020
C 0.308 -0.447 0.025
N -0.475 -1.526 0.006
C -1.722 -1.007 -0.008
N -1.796 0.301 -0.002
N -0.494 0.651 -0.033
N -0.073 1.960 0.005
H 3.972 -0.255 -0.074
H -2.624 -1.628 0.005
H -0.529 2.448 -0.792
H -0.358 2.383 0.892
```

Here are the Löwdin charges for atoms 1 to 6, given in e:
1 C 0.14
2 C -0.05
3 C -0.32
4 N 0.12
5 C -0.24
6 N 0.10

***

No. 5
The following is a quantum chemistry calculation of a molecular structure, C6H13N4O at a distorted geometry, from the OMol25 dataset.

## Properties
- HOMO: -0.4389 Eh
- LUMO level: -3.14 eV
- DFT total energy: -14428.6373 eV
- Charge: +1
- Orbital gap: 8.80 eV

The geometry in XYZ format:
```
24
C6H13N4O | the OMol25 dataset | ωB97M-V with the def2-TZVPD basis set
C 0.496 -0.007 0.138
C 0.795 1.277 0.650
C 1.570 -0.224 2.297
C 1.093 3.185 -0.930
C -2.295 -2.736 -0.603
C 0.128 -0.956 -0.895
N 0.388 -0.635 1.499
N 0.601 0.723 2.056
N 0.933 2.552 0.299
N -1.516 -1.578 -0.080
O -0.240 -0.701 -2.119
H 1.528 -0.598 3.298
H 2.470 -0.133 1.802
H 0.924 2.623 -1.918
H 0.313 3.952 -0.977
H 1.982 3.633 -1.036
H -2.935 -3.099 0.186
H -2.793 -2.498 -1.500
H -1.554 -3.538 -0.873
H 0.488 -1.972 -0.980
H 1.101 3.085 1.135
H -2.110 -0.756 0.180
H -1.067 -1.775 0.790
H -0.300 0.177 -2.419
```

Here are the Löwdin charges for atoms 1 to 6, given in e:
1 C -0.13
2 C -0.13
3 C -0.10
4 C -0.06
5 C -0.04
6 C -0.17

***

> What is the DFT total energy in the fifth record?

-14428.6373 eV

***

> What is the DFT total energy in the fifth record?

-14428.6373 eV

***

> The highest DFT total energy belongs to which entry?

C4H4N4

***

> Look up the DFT total energy of the first one.

-105288.7867 eV